Here is a cluster of 2 separate species, C5H10O in total in a non-equilibrium geometry from OMol25. Energies are from ωB97M-V with the def2-TZVPD basis set.

```
16
Properties=species:S:1:pos:R:3:forces:R:3:mulliken_charge:R:1
C -1.429 -0.090 1.329 -0.1 0.2 0.3 -0.7643
C -0.146 0.173 1.131 -0.3 -1.1 0.6 -0.3986
C 0.396 0.245 -0.239 -1.0 1.3 0.0 1.1269
C -0.240 -0.438 -1.438 -0.1 0.3 0.1 -1.4471
C 1.479 1.197 -0.430 0.6 0.2 -0.2 -0.7625
O 0.246 1.760 -0.105 0.0 0.7 -1.3 -0.4023
H -2.119 -0.215 0.496 0.1 -0.2 0.2 0.2337
H -1.805 -0.195 2.331 -0.3 0.3 0.1 0.3035
H 0.553 0.394 1.932 -0.1 -0.2 0.1 0.3013
H -0.945 -1.233 -1.170 0.2 0.3 0.1 0.3615
H 0.484 -0.866 -2.147 0.0 0.2 0.4 0.3363
H -0.783 0.359 -1.944 -0.2 -0.1 -0.3 0.4559
H 1.693 1.449 -1.463 0.6 -0.4 -0.1 0.2828
H 2.304 1.283 0.272 0.0 0.1 0.1 0.2732
H 0.473 -1.957 0.531 0.1 -0.9 0.0 0.0232
H -0.162 -1.867 0.913 0.6 -0.7 -0.2 0.0766
```
Forces are in eV/Å.

Values from the calculation:
LUMO level ... 1.1 eV
F_max ... 1.7 eV/Å
Frontier orbital gap ... 9.7 eV
ΔE to the lowest compared entry with this formula, charge and spin ... 103.9 kcal per mole
HOMO energy ... -8.645 eV

***

Here is a structure of composition C29H23BrIrN3O2S2Te from OMol25. Energies are from ωB97M-V with the def2-TZVPD basis set.

```
62
Properties=species:S:1:pos:R:3:forces:R:3:mulliken_charge:R:1
Ir -1.218 -2.243 -0.935 0.5 -0.1 -0.1 0.9154
S -3.249 -3.202 -1.219 -0.4 0.0 0.0 -0.2913
C -3.403 -2.722 0.454 0.2 0.1 -0.2 0.3306
N -2.275 -2.139 0.810 -0.2 0.0 0.4 0.1044
C -2.291 -1.754 2.159 0.0 -0.1 0.0 -0.3274
C -1.245 -1.279 2.948 -0.1 0.1 -0.2 -0.3573
C -1.504 -0.967 4.265 0.0 0.0 0.1 -0.7986
C -2.776 -1.146 4.820 0.0 0.0 0.0 -0.6103
C -3.803 -1.682 4.072 0.0 0.0 0.0 -0.5694
C -3.543 -1.994 2.742 0.0 0.0 0.0 1.0121
S -4.630 -2.777 1.617 0.0 0.0 0.0 -0.1002
H -0.242 -1.197 2.562 0.1 0.1 -0.2 0.4459
H -0.702 -0.597 4.888 0.0 0.0 0.0 0.4469
H -2.947 -0.898 5.858 0.0 0.0 0.0 0.4461
H -4.773 -1.873 4.512 0.0 0.0 0.0 0.4431
C -0.686 -4.062 -3.462 0.0 0.1 -0.1 -1.0669
O -0.254 -2.905 -2.687 -0.2 0.2 -0.2 -0.3990
C 0.723 -2.060 -3.217 0.0 -0.1 0.3 0.7479
C 1.086 -2.038 -4.542 0.1 0.1 0.0 -0.4282
C 2.183 -1.246 -4.887 0.0 0.0 0.1 -0.3382
Br 2.740 -1.199 -6.672 0.0 0.0 0.0 -0.1114
C 2.864 -0.511 -3.930 -0.1 0.0 0.0 -0.8968
C 2.443 -0.498 -2.599 0.1 0.1 -0.1 -0.0331
C 1.360 -1.283 -2.258 0.0 -0.1 -0.1 0.9886
O 0.896 -1.411 -0.923 0.0 -0.2 0.2 -0.5475
C 3.242 0.269 -1.620 0.0 -0.1 0.0 -0.4010
N 4.474 -0.026 -1.348 0.0 0.0 0.1 -0.6405
C 4.881 0.945 -0.437 0.0 0.0 0.0 0.5285
C 6.119 1.116 0.184 0.0 0.0 0.0 -0.6700
C 6.265 2.198 1.024 0.0 0.1 0.0 -0.5623
C 5.210 3.100 1.251 0.0 0.0 0.0 -0.4974
C 3.977 2.940 0.652 0.0 0.0 0.0 -1.0200
C 3.837 1.838 -0.187 0.0 0.1 0.0 0.7646
N 2.766 1.362 -0.935 0.0 0.0 0.0 0.2471
H -1.391 -3.748 -4.229 0.0 0.0 0.0 0.3498
H -1.156 -4.744 -2.761 0.0 0.0 0.0 0.3632
H 0.198 -4.520 -3.900 0.0 0.0 0.0 0.5193
H 0.577 -2.626 -5.291 0.0 0.0 0.0 0.6108
H 3.731 0.075 -4.201 0.0 0.0 0.0 0.6190
H 1.541 -1.933 -0.419 0.1 0.2 0.1 0.2051
H 6.930 0.427 -0.005 0.0 0.0 0.0 0.4543
H 7.211 2.367 1.518 0.0 0.0 0.0 0.4086
H 5.372 3.943 1.908 0.0 0.0 0.0 0.4077
H 3.172 3.643 0.825 0.0 0.0 0.0 0.3970
H 1.969 1.907 -1.212 0.0 0.0 -0.1 0.3266
C -0.765 1.206 0.048 0.0 0.1 -0.1 -0.5961
Te -1.800 0.174 -1.492 -0.2 -0.3 -0.2 0.2193
C -3.574 0.622 -0.393 0.0 0.0 0.0 -0.7051
C -3.168 1.714 0.568 0.0 0.0 0.0 0.5932
C -4.142 2.435 1.252 0.0 0.0 0.0 -0.8883
C -3.769 3.423 2.148 0.0 0.0 0.0 -0.6146
C -2.423 3.704 2.357 0.0 0.0 0.0 -0.6867
C -1.452 2.998 1.670 0.0 0.0 0.0 -0.8300
C -1.822 1.995 0.779 0.0 0.0 0.0 0.5578
H 0.008 1.830 -0.396 -0.1 0.0 -0.1 0.4911
H -0.269 0.456 0.648 0.1 -0.2 0.3 0.2603
H -3.916 -0.280 0.107 0.0 0.0 0.0 0.1628
H -4.334 0.937 -1.108 0.0 0.0 0.0 0.6524
H -5.191 2.230 1.078 0.0 0.0 0.0 0.5092
H -4.528 3.987 2.672 0.0 0.0 0.0 0.4464
H -2.134 4.488 3.044 0.0 0.0 0.0 0.4534
H -0.404 3.226 1.824 0.0 0.0 0.0 0.5593
```
Forces are in eV/Å.

Values from the calculation:
LUMO level ... -8.0 eV
F_max ... 0.5 eV/Å
Frontier orbital gap ... 5.1 eV
Total charge ... +2
ΔE to the lowest compared entry with this formula, charge and spin ... 49.0 kcal per mole
HOMO energy ... -13.007 eV

***

Here is a cluster of 2 separate species, C4H13N2O in total in a non-equilibrium geometry from OMol25. Energies are from ωB97M-V with the def2-TZVPD basis set.

```
20
Properties=species:S:1:pos:R:3:forces:R:3:mulliken_charge:R:1
C 2.235 0.125 0.700 -0.5 -0.2 0.8 -0.9844
C 1.131 1.137 0.381 0.7 -0.2 -0.5 -0.7999
C 0.108 0.593 -0.555 -0.6 -0.3 0.1 -0.1079
C 0.062 0.713 -1.880 -0.1 0.8 -0.3 0.1369
N -0.883 0.373 -2.793 0.0 -0.3 0.2 -0.4225
N -0.977 -0.130 0.164 0.0 -0.5 0.1 -0.2103
H 2.891 -0.025 -0.119 0.3 -0.1 -1.2 0.3490
H 1.782 -0.849 0.909 0.3 0.0 0.4 0.2680
H 2.917 0.431 1.490 -0.4 0.0 0.4 0.3455
H 0.632 1.527 1.271 0.1 0.0 0.1 0.3557
H 1.594 1.972 -0.132 0.0 0.4 0.1 0.3361
H 0.868 1.297 -2.308 0.1 -0.1 0.0 0.3390
H -1.693 -0.186 -2.598 0.0 0.0 0.0 0.1112
H -0.800 0.711 -3.733 0.0 -0.1 -0.1 0.2190
H -1.281 0.414 0.974 -0.2 0.0 -0.1 0.3597
H -1.796 -0.396 -0.384 0.0 0.4 -0.1 0.3386
H -0.649 -1.017 0.548 0.3 -0.2 0.3 0.3505
H -1.681 -1.483 3.510 -0.2 -0.3 0.2 0.3328
H -1.505 -2.866 2.798 -0.3 -0.2 0.3 0.3360
O -1.092 -2.022 2.978 0.6 0.6 -0.7 -0.6529
```
Forces are in eV/Å.

Values from the calculation:
LUMO level ... -3.4 eV
F_max ... 1.2 eV/Å
Frontier orbital gap ... 9.2 eV
Total charge ... +1
ΔE to the lowest compared entry with this formula, charge and spin ... 42.5 kcal per mole
HOMO energy ... -12.612 eV

***

Here is a cluster of 2 separate species, C4H14NO in total in a non-equilibrium geometry from OMol25. Energies are from ωB97M-V with the def2-TZVPD basis set.

```
20
Properties=species:S:1:pos:R:3:forces:R:3:mulliken_charge:R:1
C 0.965 1.712 -0.575 -2.3 1.5 0.7 -1.0202
C -0.310 1.057 -1.100 -1.1 -0.7 0.5 -0.5165
N -0.440 -0.475 -0.702 1.1 3.0 0.2 -0.1139
C -1.004 -0.662 0.714 -1.2 0.8 -1.7 -0.3249
C -0.587 0.329 1.765 -1.3 2.4 2.7 -1.0047
H 1.176 2.519 -1.259 0.6 -0.1 -0.4 0.3474
H 1.774 1.061 -0.409 1.1 -0.8 0.0 0.4107
H 0.704 2.255 0.338 0.5 -0.4 0.1 0.2757
H -1.257 1.483 -0.673 1.0 0.1 -0.9 0.3539
H -0.233 1.099 -2.193 -0.7 -0.3 0.3 0.4055
H 0.557 -0.628 -0.665 0.2 -1.8 -0.7 0.2650
H -0.990 -0.896 -1.479 1.0 -0.3 1.1 0.3555
H -0.770 -1.621 1.146 -0.1 -0.7 -0.7 0.2942
H -2.057 -0.577 0.367 0.2 -0.2 1.6 0.3698
H 0.397 0.219 2.285 -0.8 -0.7 -0.6 0.3430
H -0.595 1.453 1.589 -0.4 -1.5 -0.5 0.2691
H -1.439 0.257 2.591 1.9 -0.2 -1.5 0.3068
H 1.950 -2.776 -0.043 -0.2 0.0 -0.4 0.3216
H 0.854 -3.310 -0.979 0.1 0.0 0.0 0.3127
O 1.306 -2.498 -0.717 0.4 -0.3 0.5 -0.6508
```
Forces are in eV/Å.

Values from the calculation:
LUMO level ... -3.1 eV
F_max ... 3.8 eV/Å
Frontier orbital gap ... 12.9 eV
Total charge ... +1
ΔE to the lowest compared entry with this formula, charge and spin ... 38.1 kcal per mole
HOMO energy ... -15.983 eV